Record 1
A structure of composition CH3HoMgO2 at a distorted geometry, computed with wB97M-V/def2-TZVPD.

## Properties
Multiplicity ... 6
Highest occupied orbital energy (spin up / spin down) ... -11.643 / -12.340 eV
Total charge ... +1
HOMO-LUMO gap (spin up / spin down) ... 6.921 / 6.591 eV

Atoms and positions in Å:
O: -2.248 0.850 1.606
Mg: -0.772 -0.237 1.745
O: 0.361 0.008 0.289
C: 1.165 -0.602 -0.660
Ho: -2.775 2.272 -0.106
H: 0.569 -1.092 -1.453
H: 1.816 0.170 -1.113
H: 1.883 -1.367 -0.309

---

Record 2
A structure of composition C22H13BrF3N5OOsS at a distorted geometry, computed with wB97M-V/def2-TZVPD.

## Properties
Multiplicity ... 5
Highest occupied orbital energy (spin up / spin down) ... -13.657 / -14.598 eV
Total charge ... +2
HOMO-LUMO gap (spin up / spin down) ... 6.119 / 5.779 eV
ΔE to the lowest compared entry with this formula, charge and spin ... 29.54 kcal per mole

Atoms and positions in Å:
Os: 0.112 -2.939 -0.718
Br: 6.648 3.953 -0.948
C: 5.147 3.966 0.134
C: 4.830 2.754 0.721
C: 3.696 2.590 1.476
C: 2.786 3.695 1.557
C: 3.125 4.907 0.934
C: 4.264 5.029 0.208
N: 1.580 3.669 2.177
N: 0.881 2.797 2.641
C: 0.541 1.572 2.201
C: -0.026 0.700 3.144
C: -0.309 -0.607 2.816
C: -0.031 -1.082 1.520
O: -0.224 -2.278 1.162
C: 0.453 -0.151 0.526
N: 0.544 -0.650 -0.754
C: 0.823 0.149 -1.768
C: 1.023 1.530 -1.540
C: 0.928 2.031 -0.295
C: 0.679 1.177 0.814
H: 5.527 1.893 0.688
H: 3.490 1.624 1.934
H: 2.448 5.720 1.065
H: 4.416 5.961 -0.309
H: -0.181 1.053 4.148
H: -0.753 -1.290 3.532
H: 0.887 -0.289 -2.752
H: 1.161 2.099 -2.460
H: 0.890 3.094 -0.205
S: 0.870 -3.488 -2.997
C: 1.824 -3.836 -1.683
N: 2.054 -3.990 -0.529
F: -6.596 -1.876 -1.893
C: -6.280 -3.062 -1.375
F: -7.002 -3.260 -0.312
F: -6.503 -3.968 -2.295
C: -4.764 -3.017 -1.110
C: -4.011 -2.681 -2.244
C: -2.646 -2.598 -2.145
N: -2.001 -2.855 -0.988
C: -2.739 -3.132 0.060
C: -4.112 -3.255 0.094
H: -4.518 -2.424 -3.165
H: -2.051 -2.375 -3.002
H: -2.209 -3.387 0.944
H: -4.672 -3.475 0.990

---

Record 3
A structure of composition C41H63GeIN5P3Se3TeTi at a distorted geometry, computed with wB97M-V/def2-TZVPD.

## Properties
Multiplicity ... 4
Highest occupied orbital energy (spin up / spin down) ... -4.382 / -4.367 eV
Total charge ... -1
HOMO-LUMO gap (spin up / spin down) ... 5.468 / 3.317 eV
ΔE to the lowest compared entry with this formula, charge and spin ... 13.21 kcal per mole

Atoms and positions in Å:
Ti: 1.234 -0.782 -1.546
C: 1.447 -4.997 0.585
C: 0.496 -3.953 1.181
C: 1.289 -3.224 2.241
P: -0.162 -2.961 -0.242
C: -1.708 -2.305 0.669
N: -1.770 -0.895 0.923
Ge: -0.189 0.206 0.628
N: 0.789 0.457 2.387
C: 2.271 0.353 2.207
P: 2.789 0.801 0.501
C: 4.593 0.470 0.745
C: 4.683 -1.041 1.072
C: 5.218 1.406 1.754
C: 2.641 2.663 0.373
C: 3.844 3.265 -0.343
C: 2.393 3.270 1.714
C: 0.217 0.008 3.536
C: 0.908 -0.635 4.547
C: 0.181 -1.491 5.342
C: -1.209 -1.614 5.304
C: -1.894 -0.762 4.480
C: -1.190 0.117 3.712
N: -1.858 0.998 2.749
C: -3.119 0.653 2.180
C: -4.316 1.332 2.560
C: -5.492 0.883 1.993
C: -5.451 -0.122 1.000
C: -4.281 -0.752 0.761
C: -3.045 -0.389 1.279
C: -1.540 2.386 2.626
C: -1.302 3.246 3.720
C: -1.001 4.577 3.486
C: -0.892 5.070 2.216
C: -0.993 4.205 1.158
C: -1.188 2.825 1.359
N: -0.952 1.934 0.332
C: -1.568 2.001 -0.942
P: -0.539 1.527 -2.405
C: -1.888 1.193 -3.678
C: -2.393 -0.247 -3.568
C: -3.136 2.132 -3.645
C: 0.362 3.041 -3.013
C: 0.360 3.156 -4.542
C: -0.003 4.420 -2.463
C: -0.928 -4.341 -1.182
C: -1.560 -5.496 -0.458
C: -1.902 -3.699 -2.159
H: 1.673 -5.682 1.331
H: 2.399 -4.511 0.254
H: 1.118 -5.516 -0.316
H: -0.315 -4.519 1.614
H: 2.138 -2.696 1.805
H: 1.661 -3.872 3.050
H: 0.704 -2.479 2.826
H: -1.876 -2.871 1.577
H: -2.567 -2.600 0.071
H: 2.525 -0.748 2.295
H: 2.895 0.842 2.958
H: 4.990 0.557 -0.224
H: 4.573 -1.220 2.144
H: 5.660 -1.354 0.796
H: 4.041 -1.587 0.501
H: 6.281 1.404 1.563
H: 4.899 1.143 2.793
H: 4.766 2.382 1.501
H: 1.709 2.747 -0.246
H: 4.815 3.140 0.203
H: 3.747 4.351 -0.584
H: 4.001 2.806 -1.268
H: 3.287 3.672 2.177
H: 1.932 2.685 2.439
H: 1.756 4.165 1.725
H: 2.026 -0.645 4.610
H: 0.744 -2.192 5.972
H: -1.668 -2.408 5.777
H: -2.973 -0.817 4.385
H: -4.178 2.101 3.284
H: -6.421 1.407 2.254
H: -6.372 -0.423 0.595
H: -4.389 -1.599 0.095
H: -1.398 2.873 4.760
H: -0.921 5.221 4.349
H: -0.746 6.154 2.035
H: -0.997 4.540 0.158
H: -1.921 3.020 -1.057
H: -2.469 1.380 -0.943
H: -1.382 1.263 -4.634
H: -1.678 -0.960 -3.647
H: -3.084 -0.369 -4.432
H: -3.043 -0.472 -2.700
H: -3.479 2.449 -2.668
H: -3.958 1.603 -4.150
H: -3.111 3.035 -4.250
H: 1.402 2.973 -2.724
H: -0.650 3.406 -4.944
H: 0.707 2.191 -4.986
H: 1.114 3.876 -4.895
H: -1.012 4.697 -2.470
H: 0.482 5.248 -2.975
H: 0.413 4.613 -1.478
H: -0.121 -4.749 -1.746
H: -2.520 -5.183 0.111
H: -0.919 -5.984 0.271
H: -1.867 -6.205 -1.218
H: -2.830 -3.694 -1.735
H: -2.015 -4.415 -2.965
H: -1.507 -2.718 -2.406
Se: 4.638 -1.178 -2.675
Se: 3.111 -2.699 -1.739
Te: 2.515 0.347 -5.761
Se: 3.026 0.415 -3.142
I: 0.686 -7.128 -3.629
C: 0.234 -3.320 -5.548
C: 0.325 -2.394 -4.418
N: 0.482 -1.707 -3.513
H: 1.207 -3.695 -5.816
H: -0.273 -2.801 -6.333
H: -0.266 -4.183 -5.180

---

Record 4
The molecule C5H8O2, computed with wB97M-V/def2-TZVPD.

## Properties
Highest occupied orbital energy ... -9.730 eV
HOMO-LUMO gap ... 10.539 eV
SMILES string ... O[C@H]1C[C@@]2(O)C[C@@H]12
ΔE to the lowest compared entry with this formula, charge and spin ... 55.77 kcal per mole

Atoms and positions in Å:
O: 2.415 0.427 -0.135
C: 1.134 0.320 0.424
C: 0.036 1.181 -0.197
C: -0.936 0.027 0.119
O: -2.029 0.140 0.953
C: -0.726 -1.012 -0.903
C: 0.240 -0.907 0.284
H: 3.014 -0.101 0.410
H: 1.154 0.528 1.506
H: -0.176 2.153 0.243
H: 0.178 1.292 -1.276
H: -2.792 0.370 0.408
H: -1.382 -1.872 -0.783
H: -0.492 -0.740 -1.930
H: 0.361 -1.805 0.877

---

Record 5
The ion C3H5O2S with charge -1 at a distorted geometry, computed with wB97M-V/def2-TZVPD.

## Properties
Highest occupied orbital energy ... -4.031 eV
Total charge ... -1
HOMO-LUMO gap ... 7.243 eV
SMILES string ... O=C([O-])CCS
ΔE to the lowest compared entry with this formula, charge and spin ... 18.08 kcal per mole

Atoms and positions in Å:
O: -0.373 -1.163 -1.928
C: -0.006 -1.705 -0.841
O: 0.348 -2.850 -0.415
C: 0.123 -0.543 0.403
C: 0.077 0.992 -0.084
S: -0.101 2.332 1.174
H: 1.211 -0.703 0.803
H: -0.554 -0.802 1.215
H: -0.801 1.139 -0.720
H: 1.076 1.196 -0.472
H: -0.278 1.496 2.263

---

Record 6
A cluster of 12 separate species, H24O12 in total, computed with wB97M-V/def2-TZVPD.

## Properties
Highest occupied orbital energy ... -11.114 eV
HOMO-LUMO gap ... 10.863 eV
SMILES string ... O.O.O.O.O.O.O.O.O.O.O.O
ΔE to the lowest compared entry with this formula, charge and spin ... 54.21 kcal per mole

Atoms and positions in Å:
O: -0.365 -3.557 -3.994
H: -0.459 -4.391 -3.533
H: -1.254 -3.335 -4.271
O: 1.726 -0.568 -4.332
H: 2.196 -0.243 -3.565
H: 1.353 -1.403 -4.049
O: -0.473 -1.896 3.078
H: -0.764 -1.103 2.630
H: 0.387 -2.084 2.701
O: 0.161 0.453 -0.432
H: -0.776 0.628 -0.347
H: 0.208 -0.424 -0.814
O: 4.403 -1.917 -1.652
H: 5.142 -1.311 -1.697
H: 4.699 -2.693 -2.128
O: -4.779 -0.502 3.398
H: -5.044 -1.407 3.233
H: -4.051 -0.352 2.795
O: 3.124 1.460 1.756
H: 2.587 0.970 1.133
H: 3.379 2.252 1.283
O: -3.833 0.318 -0.361
H: -4.538 -0.200 -0.751
H: -4.095 1.227 -0.505
O: 2.466 -3.415 1.203
H: 2.941 -2.903 0.549
H: 2.413 -4.294 0.827
O: -0.216 3.813 -2.185
H: -1.109 3.673 -2.501
H: 0.175 2.939 -2.176
O: -2.011 4.876 1.103
H: -1.509 4.611 0.333
H: -1.756 4.250 1.782
O: -0.382 2.428 3.714
H: 0.533 2.384 3.436
H: -0.477 1.713 4.343

---

no.,M (g/mol)
1,236.27
2,722.58
3,1330.77
4,100.12
5,105.14
6,216.18